Record 1
Density functional theory data (ωB97M-V/def2-TZVPD) for a structure of composition C22H26MoN5O9P.

## Properties
HOMO energy = -14.86 eV
frontier orbital gap = 5.815 eV
E_LUMO = -9.040 eV
net charge = +2
energy above the lowest of the compared OMol25 structures with the same formula, charge and spin = 996.3 kJ/mol
molar mass = 631.39 u
maximum force = 8.159 eV/A

```
64
Properties=species:S:1:pos:R:3:forces:R:3
Mo -0.143847 0.250192 -0.119659 -5.120 1.805 6.090
O -3.656047 2.602692 -0.142559 3.739 -3.805 0.086
C -2.939547 1.539092 -0.137859 -7.230 2.203 -0.183
O -1.671147 1.504892 -0.119659 2.475 0.249 -1.039
C -3.685047 0.208992 -0.156459 -0.226 -0.007 0.100
C -5.100447 0.224392 -0.176059 0.742 0.022 0.016
C -5.817347 -0.967808 -0.193559 0.930 0.236 0.002
C -5.150047 -2.187108 -0.197059 0.945 0.185 0.075
C -3.745447 -2.182408 -0.180259 -0.264 0.451 0.023
C -2.948947 -1.012708 -0.152759 -4.711 1.309 -0.194
O -1.674147 -1.006608 -0.119659 2.969 0.539 -1.913
N -3.122647 -3.503608 -0.179459 -1.022 -2.995 -0.325
O -3.149947 -4.139808 0.892541 0.454 1.377 -1.797
O -2.831147 -4.006808 -1.280659 0.216 1.303 1.873
N -7.281247 -0.946808 -0.206359 -2.857 -0.078 -0.046
O -7.864247 0.147392 -0.178359 1.561 -1.660 -0.038
O -7.875947 -2.038308 -0.245659 1.509 1.668 0.070
H -5.602047 1.190192 -0.174659 0.040 -0.253 -0.003
H -5.684347 -3.131608 -0.210259 -0.023 0.146 0.013
C 1.761153 0.005092 -2.507859 0.264 -0.269 0.164
C 2.453653 0.141192 -1.181959 4.228 2.669 -4.547
N 3.814153 0.136492 -1.227059 -3.478 4.040 -2.187
O 1.853353 0.250192 -0.119659 -0.762 3.131 -0.822
H 2.477553 -0.079208 -3.329659 -0.279 0.069 0.054
H 1.137653 0.886892 -2.677759 -0.062 -0.268 -0.240
H 1.137653 -0.892808 -2.495059 -0.095 -0.016 -0.211
H 4.344153 0.048792 -2.081959 -0.242 0.139 -0.205
H 4.312153 0.226492 -0.351059 0.047 1.212 -0.388
C 1.760553 5.215992 -1.839959 0.094 0.245 -0.318
C 1.275453 4.245592 -0.835659 -0.303 -0.737 0.132
C 1.077553 4.343892 0.523141 -0.228 -0.900 -0.168
C 0.598153 3.074792 0.920041 -0.202 0.149 1.165
N 0.501953 2.237792 -0.119659 1.166 1.849 0.146
N 0.916353 2.968392 -1.166359 0.524 0.136 -1.718
C 0.221353 2.622892 2.280141 0.031 0.549 0.625
H 1.994553 6.178692 -1.374259 -0.091 -0.287 -0.036
H 1.000653 5.387992 -2.608959 0.109 0.001 0.078
H 2.668453 4.846092 -2.326959 -0.102 0.076 0.024
H 1.253453 5.209492 1.146441 -0.080 -0.207 -0.039
H 0.928453 2.529892 -2.080959 -0.020 0.837 0.254
H 0.357553 3.423792 3.013841 -0.018 -0.091 -0.240
H 0.839453 1.773292 2.587741 -0.026 0.379 0.117
H -0.828947 2.315392 2.305641 0.137 0.145 0.073
C 1.032753 -3.862108 -0.535259 -0.221 -0.257 -1.609
P 0.625653 -2.118108 -0.119659 0.946 -2.039 3.016
C -0.491847 -2.408908 1.302141 -0.021 -0.851 1.017
C 2.190953 -1.559808 0.629441 2.028 -2.868 0.970
C 2.277253 -1.049908 1.931841 1.032 -0.286 1.341
C 3.500753 -0.621508 2.458341 -1.189 -0.189 -0.136
C 4.656553 -0.683808 1.685641 0.403 -0.224 -0.634
C 4.588553 -1.168008 0.383241 0.778 -2.438 2.822
C 3.365553 -1.597208 -0.140359 -0.089 -4.491 2.291
H 1.759253 -3.911708 -1.351459 -0.085 -0.010 0.093
H 0.131853 -4.390608 -0.861559 -0.005 0.189 -0.012
H 1.445653 -4.396808 0.325741 -0.095 0.644 0.204
H -0.030547 -3.039108 2.068541 0.219 -0.095 -0.240
H -1.403947 -2.910508 0.963841 0.797 -0.047 0.270
H -0.792547 -1.463608 1.763441 0.066 -0.981 0.162
H 1.397953 -0.967508 2.563641 0.212 -0.222 -0.087
H 3.546253 -0.232708 3.472441 -0.045 -0.114 -0.175
H 5.605353 -0.347008 2.094041 -0.127 -0.071 -0.102
H 5.484153 -1.207308 -0.230959 -0.015 -0.196 0.169
H 3.341353 -1.955308 -1.167659 0.007 -0.725 0.530
O -0.143847 0.250192 1.590841 0.666 -0.281 -4.413
```
Positions in Å, forces in eV/Å.



Record 2
Density functional theory data (ωB97M-V/def2-TZVPD) for an isolated molecule of C22H26N2O3.

## Properties
HOMO energy = -7.53 eV
frontier orbital gap = 8.320 eV
E_LUMO = 0.787 eV
SMILES = COc1ccc(-c2cc3ccccc3n2C[C@H](O)CN2CCOCC2)cc1
net charge = 0
energy above the lowest of the compared OMol25 structures with the same formula, charge and spin = 260.8 kJ/mol
molar mass = 366.46 u
maximum force = 0.788 eV/A

```
53
Properties=species:S:1:pos:R:3:forces:R:3
C 6.740697 1.073229 0.010066 0.093 0.219 -0.106
O 6.174711 -0.092742 0.555352 -0.283 -0.296 0.108
C 4.831680 -0.283328 0.427669 -0.071 -0.098 0.048
C 3.953658 0.585813 -0.205392 0.395 0.091 0.009
C 2.601545 0.292220 -0.275473 -0.099 -0.126 0.077
C 2.082453 -0.873746 0.277030 0.355 0.165 -0.121
C 0.677002 -1.277097 0.263515 -0.258 -0.233 0.594
C 0.066662 -1.965742 1.284960 0.183 0.306 -0.130
C -1.200860 -2.392920 0.828071 -0.088 0.061 -0.471
C -2.230966 -3.142441 1.398490 0.011 0.051 -0.071
C -3.325205 -3.453921 0.625846 -0.127 -0.089 0.146
C -3.401769 -3.050979 -0.710329 -0.036 0.044 -0.140
C -2.405792 -2.296768 -1.293854 -0.007 -0.005 -0.160
C -1.311730 -1.937797 -0.510506 -0.308 -0.423 0.492
N -0.188140 -1.212650 -0.814897 0.105 -0.045 0.048
C 0.000769 -0.532084 -2.064427 -0.043 0.642 -0.455
C -0.583339 0.912253 -2.146101 -0.055 -0.540 -0.222
O 0.223455 1.832742 -1.464663 0.279 0.282 0.036
C -2.048831 1.045195 -1.646683 0.227 0.103 -0.099
N -2.051792 1.539529 -0.276339 -0.104 0.010 -0.071
C -2.930275 0.829578 0.638472 0.038 0.006 0.448
C -2.643372 1.321835 2.057143 -0.111 -0.402 -0.163
O -2.860599 2.708948 2.176676 -0.112 0.129 0.066
C -2.061660 3.417827 1.260071 -0.010 0.158 -0.319
C -2.325412 2.967446 -0.177932 0.066 0.202 0.343
C 2.981185 -1.743257 0.910681 0.026 0.084 -0.074
C 4.323371 -1.457673 0.987068 0.214 0.161 0.004
H 7.806042 1.014053 0.227536 -0.071 0.050 -0.040
H 6.595616 1.122295 -1.074188 -0.007 0.005 0.049
H 6.327316 1.975582 0.472516 0.008 -0.039 -0.031
H 4.302391 1.505778 -0.648060 0.067 0.075 -0.021
H 1.959711 1.008762 -0.759196 -0.073 -0.011 -0.033
H 0.480007 -2.144863 2.257618 0.181 -0.018 0.154
H -2.154993 -3.478823 2.421668 -0.014 -0.048 0.105
H -4.133327 -4.035596 1.044148 -0.057 -0.050 0.047
H -4.257704 -3.343635 -1.300470 -0.056 -0.012 -0.059
H -2.476729 -2.021790 -2.337081 -0.026 0.053 -0.050
H 1.071467 -0.463310 -2.274193 -0.132 -0.083 -0.043
H -0.466515 -1.127045 -2.854543 0.087 -0.022 0.028
H -0.531594 1.190808 -3.205781 -0.047 -0.087 0.097
H -0.101541 1.831119 -0.546995 -0.156 -0.053 0.007
H -2.551422 0.081764 -1.692456 -0.063 0.093 -0.005
H -2.586768 1.736030 -2.308051 -0.014 -0.045 0.052
H -2.732324 -0.239942 0.583838 -0.057 0.014 0.011
H -3.992243 1.011022 0.400466 0.053 -0.030 -0.005
H -3.312667 0.842781 2.772726 0.063 -0.034 -0.032
H -1.600595 1.080537 2.314490 -0.078 -0.024 -0.016
H -2.312328 4.472401 1.385785 0.083 -0.035 -0.042
H -0.996809 3.266168 1.498095 -0.053 0.044 -0.032
H -1.670401 3.513255 -0.859131 -0.035 0.000 0.008
H -3.375182 3.188920 -0.437946 0.072 -0.017 -0.030
H 2.613532 -2.666323 1.331872 -0.030 -0.087 0.010
H 5.009609 -2.133405 1.472800 0.074 -0.092 0.055
```
Positions in Å, forces in eV/Å.



Record 3
Density functional theory data (ωB97M-V/def2-TZVPD) for an isolated molecule of C22H26N2O5S.

## Properties
HOMO energy = -8.21 eV
frontier orbital gap = 8.896 eV
E_LUMO = 0.690 eV
SMILES = Cc1ccc(S(=O)(=O)N2CCC[C@@H](C(=O)NCCc3ccc4c(c3)OCO4)C2)cc1
net charge = 0
energy above the lowest of the compared OMol25 structures with the same formula, charge and spin = 140.0 kJ/mol
molar mass = 430.53 u
maximum force = 1.285 eV/A

```
56
Properties=species:S:1:pos:R:3:forces:R:3
C 7.677562 1.957564 -0.513924 -0.026 0.032 0.048
C 6.492504 1.044674 -0.577700 -0.079 -0.011 -0.087
C 5.492237 1.240969 -1.523197 0.066 -0.069 0.087
C 4.387501 0.407151 -1.565240 -0.174 -0.058 -0.107
C 4.285816 -0.626286 -0.655994 -0.500 -0.210 -0.097
S 2.865173 -1.707800 -0.658676 0.244 0.184 0.317
O 3.300110 -3.072279 -0.584383 0.088 -0.040 0.233
O 2.001877 -1.342178 -1.753056 0.162 0.251 0.084
N 2.208896 -1.313347 0.837456 0.610 -0.310 -0.839
C 1.456916 -2.367994 1.484323 -0.197 -0.699 -0.087
C 0.050540 -2.498498 0.901665 0.042 0.149 0.257
C -0.674357 -1.157663 0.995775 0.048 -0.161 -0.286
C 0.136884 -0.081220 0.261364 0.036 0.152 0.352
C -0.539196 1.276536 0.400791 0.110 -0.575 -0.460
O -0.179397 2.130554 1.184433 0.134 0.307 0.393
N -1.580311 1.448511 -0.444847 -0.262 0.061 -0.300
C -2.427967 2.617159 -0.394946 -0.023 0.174 0.321
C -3.547928 2.478293 0.651944 0.178 -0.040 -0.246
C -4.367226 1.244116 0.404307 0.035 0.021 0.236
C -4.152341 0.099662 1.156605 0.003 0.191 -0.031
C -4.854951 -1.082162 0.928627 -0.311 -0.223 -0.246
C -5.782337 -1.069792 -0.083009 0.034 0.501 -0.196
C -6.008363 0.077319 -0.846240 0.165 -0.401 0.319
C -5.314762 1.240096 -0.625470 -0.221 -0.249 -0.126
O -6.979460 -0.181380 -1.777281 0.286 0.431 0.094
C -7.370466 -1.521166 -1.566748 -0.917 -0.631 -0.642
O -6.606743 -2.074585 -0.517393 0.337 -0.018 0.349
C 1.550645 -0.027954 0.850491 -0.277 0.656 -0.209
C 5.267952 -0.842319 0.291514 0.144 -0.038 0.100
C 6.368669 -0.007054 0.327340 -0.135 -0.077 -0.050
H 7.810974 2.490895 -1.451308 0.057 0.052 -0.043
H 8.583661 1.398948 -0.291083 0.093 0.009 -0.002
H 7.535112 2.692520 0.278515 0.056 0.077 0.030
H 5.578678 2.051592 -2.231748 0.011 0.070 -0.074
H 3.603365 0.538975 -2.294390 -0.069 0.072 -0.101
H 2.024621 -3.287421 1.338398 -0.118 -0.023 0.232
H 1.409497 -2.136522 2.553695 0.057 0.010 -0.054
H -0.502909 -3.269300 1.440323 0.002 -0.054 -0.036
H 0.135555 -2.796616 -0.145376 -0.070 -0.097 -0.020
H -1.675097 -1.239482 0.565031 -0.011 0.036 0.078
H -0.777681 -0.871114 2.046222 -0.083 0.041 0.066
H 0.213819 -0.347993 -0.796695 -0.095 0.062 0.104
H -1.901438 0.664779 -0.989560 0.121 -0.021 0.049
H -2.853321 2.776379 -1.387706 0.040 0.037 0.034
H -1.793255 3.465019 -0.127546 -0.092 -0.023 -0.144
H -4.176211 3.368567 0.603668 -0.012 0.062 0.079
H -3.087470 2.428620 1.638620 -0.019 0.060 0.031
H -3.422355 0.125401 1.951088 0.095 0.032 0.092
H -4.684187 -1.966118 1.519571 0.021 -0.134 0.091
H -5.502646 2.119147 -1.219607 -0.038 0.161 -0.104
H -8.440030 -1.555604 -1.302346 0.272 0.059 0.003
H -7.207062 -2.102074 -2.488311 0.045 0.158 0.220
H 2.170590 0.664348 0.277609 -0.073 0.181 0.164
H 1.501773 0.331434 1.883071 0.066 -0.006 -0.110
H 5.155261 -1.665185 0.978670 0.073 -0.080 0.160
H 7.143300 -0.168126 1.062642 0.077 -0.040 0.075
```
Positions in Å, forces in eV/Å.



Record 4
Density functional theory data (ωB97M-V/def2-TZVPD) for the ion C22H26N3O with charge +1.

## Properties
HOMO energy = -10.06 eV
frontier orbital gap = 5.155 eV
E_LUMO = -4.906 eV
SMILES = COc1ccc([C@@H](CN=[N+]2CCCC2)c2cn(C)c3ccccc23)cc1
net charge = +1
energy above the lowest of the compared OMol25 structures with the same formula, charge and spin = 128.1 kJ/mol
molar mass = 348.47 u
maximum force = 3.309 eV/A

```
52
Properties=species:S:1:pos:R:3:forces:R:3
C 2.759462 -3.463980 4.518520 0.046 -0.114 -0.586
O 2.760727 -3.727720 3.106811 -0.225 0.504 0.070
C 2.159985 -2.820853 2.288157 -0.327 0.181 0.130
C 1.493783 -1.661294 2.753957 0.402 -0.641 -0.072
C 0.876668 -0.826925 1.826288 0.185 -0.246 -0.120
C 0.924491 -1.132847 0.471842 -0.605 0.646 -0.518
C 0.332752 -0.165029 -0.562589 2.632 -1.024 -0.197
C -1.069143 0.163842 -0.311888 -1.694 0.019 0.222
N -1.785613 -1.133237 -0.414120 -2.940 1.406 0.483
N -3.051253 -1.104380 -0.354252 3.225 -0.245 -0.700
C -3.995869 0.041391 -0.276930 -0.337 0.458 -0.017
C -5.367756 -0.618128 -0.075716 -0.264 0.216 0.222
C -5.194031 -2.133140 -0.267918 -0.194 -0.528 -0.007
C -3.719080 -2.396007 -0.550611 -0.579 -0.875 -0.156
C 1.172630 1.056790 -0.700760 0.847 0.891 0.484
C 2.055573 1.628312 0.215498 -0.914 0.020 -1.139
N 2.506183 2.827515 -0.289910 -0.215 -0.311 -0.403
C 3.343897 3.758222 0.422090 0.381 0.006 0.155
C 1.983554 3.027420 -1.565196 -0.223 -0.471 0.814
C 2.139008 4.105302 -2.422887 -0.295 -0.051 -0.762
C 1.465061 4.038301 -3.656693 0.524 -0.028 0.775
C 0.693920 2.913236 -3.998240 -0.229 -0.386 0.258
C 0.524865 1.843564 -3.105601 0.004 0.645 -0.422
C 1.147584 1.918917 -1.860335 0.382 0.217 0.527
C 1.566776 -2.280497 0.017139 0.091 0.021 0.131
C 2.191139 -3.125146 0.910183 -0.014 0.084 0.618
H 3.222880 -4.351095 4.938166 -0.018 0.123 0.231
H 3.346597 -2.569299 4.748162 -0.009 -0.112 -0.007
H 1.741570 -3.340151 4.899914 0.074 -0.110 -0.027
H 1.465071 -1.423098 3.819307 0.017 -0.078 -0.427
H 0.393794 0.093896 2.155314 0.069 -0.233 0.049
H 0.397468 -0.682867 -1.533484 -0.202 0.018 0.152
H -1.218154 0.584378 0.699701 -0.109 -0.185 -0.267
H -1.451785 0.905881 -1.039946 -0.108 -0.383 0.213
H -3.978158 0.607573 -1.231636 0.409 -0.404 0.462
H -3.734518 0.732841 0.543328 0.194 -0.437 -0.404
H -6.095260 -0.216615 -0.788368 0.199 -0.007 0.229
H -5.734620 -0.408580 0.934067 0.034 0.016 -0.262
H -5.498588 -2.681742 0.628654 -0.035 0.163 -0.216
H -5.793152 -2.503011 -1.103916 0.022 0.082 0.228
H -3.274261 -3.155943 0.109874 0.006 0.494 -0.208
H -3.554623 -2.732903 -1.590189 0.111 0.367 0.444
H 2.402108 1.266037 1.180411 -0.166 0.159 -0.287
H 3.327319 4.712547 -0.108944 0.052 -0.122 0.286
H 2.974327 3.891430 1.444935 0.037 0.105 -0.231
H 4.377880 3.394629 0.475574 -0.153 0.152 -0.055
H 2.776383 4.937978 -2.128574 -0.234 -0.072 -0.357
H 1.571336 4.861805 -4.359811 -0.066 -0.212 0.118
H 0.205350 2.889367 -4.973744 0.166 -0.044 0.285
H -0.070588 0.967956 -3.363937 0.060 0.227 -0.114
H 1.585727 -2.488809 -1.053480 0.039 -0.017 0.275
H 2.700582 -4.025851 0.581764 -0.055 0.118 0.102
```
Positions in Å, forces in eV/Å.